1.
21
Properties=species:S:1:pos:R:3:forces:R:3 method="wB97M-V/def2-TZVPD" homo_energy_ev="1.17 / -4.58" spin_multiplicity=2 energy_ev=-9862.751 charge=-1 homo_lumo_gap_ev="2.19 / 7.83" max_force_ha_per_bohr=0.092
C -0.81016 2.68445 0.98489 -2.57 -3.50 1.16
C -0.87682 1.36375 0.18868 0.22 -0.09 -1.10
C 0.51476 0.71492 0.11679 0.87 -1.60 1.23
C 0.78234 -0.20584 -1.11969 1.72 3.44 -2.71
N 0.51298 -3.41750 -0.69303 2.22 0.36 0.49
C 1.60866 -2.48681 -0.66232 -1.25 -2.41 -0.13
N 1.71815 -1.26094 -0.98547 1.32 0.49 1.42
N -1.75532 0.37766 0.81637 -0.72 0.44 1.48
H -0.65214 2.25851 1.99794 0.24 1.09 -0.17
H -1.74767 3.22806 0.95062 -0.20 0.09 0.07
H -0.05463 3.23256 0.61678 2.80 2.27 -0.88
H -1.19105 1.53832 -0.87212 -0.07 -0.04 0.77
H 0.62555 -0.08087 0.90494 -0.38 1.03 0.04
H 1.28928 1.48534 0.39005 -0.35 -0.88 -0.88
H -0.10435 -0.49522 -1.59352 -2.00 -0.51 -0.24
H 1.19309 0.62828 -1.98164 -0.63 -2.25 1.90
H -0.37006 -3.08230 -1.08767 0.26 -0.56 0.20
H 0.75390 -4.50813 -0.52040 -0.65 2.63 -0.49
H 2.54807 -3.02968 -0.32059 -1.10 0.64 -0.63
H -2.65318 0.80621 1.11302 0.43 -0.15 -0.77
H -1.33143 0.24924 1.75635 -0.16 -0.48 -0.77

---

2.
21
Properties=species:S:1:pos:R:3:forces:R:3 method="wB97M-V/def2-TZVPD" homo_energy_ev="-6.99 / -6.99" energy_ev=-9862.334 charge=0 homo_lumo_gap_ev="7.70 / 7.70" max_force_ha_per_bohr=0.069
C 1.18182 -0.01619 0.11377 -2.43 0.40 0.94
C 1.02457 1.00183 -0.88891 3.16 -1.65 -0.26
C 2.01271 0.25311 1.33712 -0.29 0.12 0.03
C 0.95713 -1.45978 -0.25043 -0.26 0.19 0.09
C -1.83298 0.39961 0.07070 0.18 -0.81 0.06
N -2.55412 -0.65468 0.69730 0.06 -0.19 -0.24
N -2.48545 0.79850 -1.13020 -0.20 0.16 0.37
N -0.73683 0.87213 0.45535 0.01 0.32 0.27
H 2.13468 0.48405 -1.06894 -0.41 1.34 -1.19
H -2.02176 -1.07070 1.44855 -0.04 0.08 -0.05
H -2.92804 -1.35211 0.06446 0.03 0.03 0.03
H -3.49739 0.79276 -1.07363 0.05 0.07 0.03
H -2.14076 1.69760 -1.43426 0.00 -0.01 0.02
H 1.17477 2.02886 -0.59182 -0.06 -0.09 -0.04
H 0.41440 0.77338 -1.75235 0.02 0.06 0.09
H 2.93590 -0.33038 1.32783 -0.01 -0.04 -0.06
H 1.43191 -0.03494 2.21316 0.09 -0.05 -0.04
H 2.25962 1.30877 1.43791 -0.06 -0.01 -0.07
H 0.32538 -1.91561 0.51352 0.12 -0.02 0.00
H 0.44529 -1.56504 -1.20643 0.02 0.08 0.01
H 1.89915 -2.01118 -0.28273 0.04 0.02 0.01

---

3.
21
Properties=species:S:1:pos:R:3:forces:R:3 method="wB97M-V/def2-TZVPD" homo_energy_ev="-7.47 / -7.47" energy_ev=-9862.535 charge=0 homo_lumo_gap_ev="8.50 / 8.50" max_force_ha_per_bohr=0.107
C -0.28686 0.14994 0.72249 1.88 0.04 4.09
C -0.92302 -0.96411 -1.36513 2.73 -0.48 1.61
C 1.62539 -0.41231 -0.62469 -0.13 0.11 -0.19
C -1.23048 0.22346 -2.24107 0.27 0.22 0.19
N 0.34338 -0.77855 -0.04357 -3.07 -0.88 -4.48
N -0.25250 1.51635 0.44614 0.07 0.03 -0.25
C 0.58246 -0.25580 3.32007 -1.37 0.18 -0.24
N 0.94994 -0.20141 2.13122 -0.55 1.20 -1.53
H -1.27219 -0.16965 1.06535 0.15 0.02 0.11
H 0.67935 1.88559 0.31299 -0.06 0.03 0.09
H -0.80564 2.08401 1.07161 0.16 -0.07 0.05
H -0.40573 -1.76596 -1.88663 -0.27 -0.04 -0.20
H -1.78878 -1.35632 -0.83645 0.17 0.04 0.16
H 1.54444 0.38647 -1.37221 0.08 -0.06 -0.11
H 2.05115 -1.30633 -1.07795 0.00 0.08 -0.16
H 2.31502 -0.07795 0.15140 -0.22 -0.10 0.10
H -0.50533 -0.17231 3.52873 0.34 0.00 0.66
H 1.29782 -0.36821 4.14350 -0.17 -0.16 -0.03
H -0.32423 0.64557 -2.67799 0.03 0.02 0.06
H -1.86082 -0.07369 -3.08590 -0.03 -0.14 0.17
H -1.73337 1.01121 -1.68192 -0.01 -0.02 -0.10

---

4.
21
Properties=species:S:1:pos:R:3:forces:R:3 method="wB97M-V/def2-TZVPD" homo_energy_ev=-6.25 energy_ev=-9861.471 charge=0 homo_lumo_gap_ev=7.20 max_force_ha_per_bohr=0.040
C 0.20898 -0.47051 1.59676 1.33 1.39 -0.43
C 2.12393 0.91433 -0.08472 0.30 -0.06 0.31
C -1.14022 -0.17985 2.18573 -0.17 0.16 -0.37
N 0.69208 0.70144 0.14148 -0.73 -1.43 1.33
C -0.04891 0.11904 -0.96146 -0.41 -0.17 -0.64
C -0.65545 -1.04031 -0.67137 -0.54 -0.27 0.22
N 0.02131 0.89245 -2.17769 -0.15 0.07 0.13
N -1.62278 -1.57067 -1.48935 0.18 0.09 -0.58
H 0.25748 1.56957 0.45150 0.05 -0.04 0.10
H 0.16726 0.29760 -2.98751 0.01 0.07 0.13
H -0.81401 1.44690 -2.34774 0.08 -0.08 -0.01
H -1.79298 -2.56055 -1.43349 -0.04 0.17 0.03
H -1.82371 -1.16688 -2.40329 0.09 -0.12 0.00
H 0.41265 -1.50703 1.37378 -0.06 0.29 -0.37
H 1.01933 -0.03864 2.18160 0.01 0.07 0.27
H 2.59264 -0.05440 -0.25929 -0.07 0.03 0.01
H 2.57526 1.38658 0.79049 -0.01 -0.03 -0.02
H 2.29131 1.55042 -0.95604 -0.20 -0.08 0.03
H -1.41361 0.87464 2.08553 0.04 -0.05 0.00
H -1.13238 -0.39558 3.26196 0.18 -0.01 -0.10
H -1.91817 -0.76854 1.70313 0.11 0.00 -0.03

---

5.
22
Properties=species:S:1:pos:R:3:forces:R:3 method="wB97M-V/def2-TZVPD" homo_energy_ev=-7.80 energy_ev=-11910.648 smiles="[H]/N=C(/CN)[C@@H](C)O.C=N" charge=0 homo_lumo_gap_ev=8.11 max_force_ha_per_bohr=0.072
H 1.24970 -1.66514 0.38223 1.31 3.23 0.56
N 1.53057 -0.52644 0.80520 -0.16 -3.44 0.33
C 0.71877 0.31192 0.40296 -2.26 0.11 -2.96
C 0.25759 1.54111 1.14979 0.55 0.23 0.03
N 1.02963 1.86524 2.33680 -0.02 0.20 0.07
C 0.02588 0.24985 -1.19466 1.41 0.20 2.08
C -1.45556 0.50323 -1.35498 -0.53 -0.10 0.27
O 0.72214 1.30763 -1.83409 -0.04 0.28 -0.41
H 0.24912 2.39005 0.46308 -0.10 0.04 0.11
H -0.77918 1.36031 1.45870 0.01 -0.01 -0.16
H 1.95552 2.18176 2.06633 -0.08 -0.11 0.05
H 1.16697 1.02009 2.88213 0.09 0.03 -0.10
H 0.33385 -0.70009 -1.65716 -0.11 0.13 0.32
H -1.89677 -0.15611 -2.09958 0.03 -0.07 -0.17
H -1.69370 1.52244 -1.65679 0.34 0.08 -0.03
H -2.01319 0.33919 -0.43318 0.05 -0.08 0.13
H 1.66836 1.15245 -1.74299 -0.02 -0.06 0.01
C -0.90831 -2.34021 0.21612 1.04 -0.89 -0.19
N 0.28409 -2.74198 -0.03511 -1.38 0.16 0.05
H -1.79239 -2.59254 -0.37069 0.15 -0.02 -0.06
H -1.04628 -1.73393 1.10302 -0.05 0.14 0.04
H 0.39319 -3.28884 -0.88713 -0.24 -0.06 0.03

---

6.
23
Properties=species:S:1:pos:R:3:forces:R:3 method="wB97M-V/def2-TZVPD" homo_energy_ev=-8.07 energy_ev=-13960.580 smiles="CCN=C(N)N.CC(=O)O" charge=0 homo_lumo_gap_ev=8.55 max_force_ha_per_bohr=0.060
C -1.03237 2.86955 0.44407 -0.38 -1.61 0.28
C -1.40467 2.71634 -1.03934 -0.11 0.75 -1.01
N -1.30141 1.40326 -1.72207 1.49 0.25 2.33
C -0.16384 0.81841 -1.52886 0.39 -1.37 -1.21
N -0.12934 -0.53361 -1.75900 -0.77 0.10 -0.22
N 1.11073 1.44366 -1.36673 0.33 0.67 -0.61
H -0.17488 2.27338 0.74778 -0.04 -0.43 -0.24
H -1.85583 2.62949 1.10938 -0.23 -0.36 0.03
H -0.72701 3.83038 0.76183 0.13 1.51 -0.34
H -2.45171 2.98715 -1.22032 0.26 0.31 0.32
H -0.79238 3.46264 -1.55023 -0.05 0.11 -0.36
H -1.08965 -0.83164 -1.85919 0.31 -0.67 0.16
H 0.57423 -1.21320 -1.49995 -0.18 0.51 0.07
H 1.23142 1.86994 -2.28553 -0.04 0.72 0.35
H 1.97558 0.88614 -1.32115 -1.16 -0.46 0.45
C 1.68951 -3.38255 2.04250 -2.13 0.07 0.33
C 0.45312 -2.88116 1.30156 0.55 -1.01 -2.85
O 0.26813 -2.85400 0.08857 0.68 -0.18 1.36
O -0.47435 -2.52905 2.13829 -2.14 0.28 1.98
H 2.53678 -2.93372 1.59497 1.09 -0.09 -0.31
H 1.64793 -4.48814 2.08778 0.36 0.63 -0.41
H 1.50124 -3.02911 3.05061 0.64 0.01 0.26
H -1.39123 -2.51415 1.78502 1.00 0.26 -0.36

---

7.
23
Properties=species:S:1:pos:R:3:forces:R:3 method="wB97M-V/def2-TZVPD" homo_energy_ev="-7.26 / -7.78" energy_ev=-31532.240 charge=0 homo_lumo_gap_ev="7.18 / 7.81" max_force_ha_per_bohr=0.097
C 0.36184 -0.40259 -1.01894 1.11 0.74 2.44
C -0.14917 0.63765 0.01838 0.75 0.77 0.44
C -2.57862 0.99457 -0.61473 -1.17 3.24 0.57
C 0.60398 -2.46245 0.35659 0.92 -1.88 -0.79
C -1.21360 1.63350 -0.59666 0.69 -1.08 3.01
N 2.82914 -1.50731 1.54299 1.02 -1.62 2.97
N 1.00980 1.34813 0.58639 0.12 -2.67 0.35
N 1.16678 -1.30025 -0.23510 1.29 -0.73 -0.73
S -1.19505 3.10234 0.51047 -0.92 0.90 -0.58
S 2.54318 -0.66820 0.37192 -2.31 3.37 -2.83
H -0.36038 -1.00404 -1.49107 -0.93 -0.33 -1.12
H 1.09076 0.12315 -1.60435 -0.27 0.36 -1.36
H -0.50726 0.06096 0.91755 -0.63 0.60 -1.00
H -2.63882 0.35081 -1.41271 -0.34 -1.89 -1.82
H -3.30573 1.84136 -0.81802 0.54 -1.04 0.08
H -2.92774 0.55586 0.30618 0.34 -0.26 0.38
H -0.41159 -2.24231 0.56179 -1.10 -0.29 0.46
H 0.73734 -3.39991 -0.27687 -0.52 1.20 0.30
H 1.18802 -2.69704 1.23104 -0.40 -0.01 0.61
H -0.96136 2.00170 -1.56831 0.47 0.04 -0.65
H 3.76539 -1.30461 1.85594 0.35 -0.12 0.27
H 1.50794 1.70353 -0.19236 0.73 1.07 -1.10
H -0.55486 2.63516 1.56988 0.26 -0.38 0.09

---

8.
22
Properties=species:S:1:pos:R:3:forces:R:3 method="wB97M-V/def2-TZVPD" homo_energy_ev=-11.95 energy_ev=-11349.166 charge=+1 homo_lumo_gap_ev=9.16 max_force_ha_per_bohr=0.013
C -0.45378 -2.09416 1.06728 -0.34 -0.39 0.17
N 0.39089 -1.20655 0.29356 -0.13 0.17 0.07
C 1.36094 -0.51146 0.82110 0.44 0.05 -0.01
N 2.21978 0.19694 0.12720 -0.07 -0.27 -0.07
N 0.18110 -1.11110 -1.08128 0.15 -0.11 -0.66
C -0.78922 -0.05691 -1.44324 -0.01 0.23 0.31
C -0.18349 1.29264 -1.22269 -0.36 0.20 -0.12
C -0.41031 2.09856 -0.18002 0.22 -0.15 -0.34
N -1.17540 1.82565 0.92987 -0.23 -0.08 0.23
H -1.49883 -1.94149 0.79588 0.07 0.08 0.02
H -0.18820 -3.13321 0.85476 -0.01 0.09 0.01
H -0.33654 -1.91246 2.13188 0.06 0.05 0.02
H 1.46904 -0.55059 1.89638 -0.02 0.02 0.02
H 2.11230 0.24208 -0.87962 0.03 0.04 0.16
H 2.92305 0.75653 0.57802 0.00 -0.06 0.06
H -0.10894 -2.01171 -1.45373 0.18 -0.01 0.26
H -1.72643 -0.16902 -0.88142 0.00 -0.09 -0.13
H -1.00031 -0.20926 -2.50213 -0.07 -0.04 0.06
H 0.48329 1.64018 -1.99458 0.10 0.16 -0.12
H 0.11105 3.04433 -0.13439 0.03 0.11 -0.01
H -1.43819 2.63000 1.47798 -0.05 -0.07 -0.02
H -1.94182 1.18102 0.79920 0.02 0.07 0.09